(1)
The following is a quantum chemistry calculation of a single C5H6N2O2 molecule, from the Open Molecules 2025 dataset.

Last column: Mulliken charge in e.
Cartesian coordinates (Å):
1 C -1.8498 1.3485 0.4484  -0.987
2 C -1.9218 -0.1195 -0.0631  0.523
3 O -2.9290 -0.7027 -0.3221  -0.541
4 N -0.7013 -0.8859 -0.0481  -0.087
5 C 0.5694 -0.4230 0.0664  0.613
6 N 1.5935 -1.0900 0.2885  -0.544
7 C 2.6442 -0.3205 0.1548  -0.018
8 C 2.2849 0.9301 -0.2621  -0.688
9 O 0.8524 0.8542 -0.3255  -0.291
10 H -1.5515 1.8742 -0.5386  0.235
11 H -1.4026 1.4108 1.2877  0.466
12 H -2.9075 1.6785 0.7083  0.284
13 H -0.6797 -1.6851 0.2320  0.129
14 H 3.8034 -0.7697 0.2584  0.240
15 H 2.7444 1.6162 -0.5161  0.666

Output
Charge: 0
Lowest unoccupied orbital energy (eV): 0.72
Gap between HOMO and LUMO (eV): 9.531
Relative energy (zero: lowest compared OMol25 entry of this formula, charge and spin) (eV): 4.080
E_HOMO (eV): -8.8

---

(2)
The following is a quantum chemistry calculation of a single C5H6N2O2 molecule, from the Open Molecules 2025 dataset.

Last column: Mulliken charge in e.
Cartesian coordinates (Å):
1 H -1.8251 0.7388 -1.9363  0.235
2 N -1.4399 0.1228 -1.2243  -0.505
3 C -1.6342 0.5031 -0.0339  -0.036
4 C -1.0277 -0.2022 1.1597  -0.754
5 C -0.0250 -1.0968 0.9995  -0.058
6 C 1.0151 -0.7567 0.0282  0.705
7 N 1.9124 -1.4683 -0.4942  -0.690
8 H 1.8424 -2.4570 -0.2559  0.255
9 C 1.0498 0.7534 -0.1928  0.334
10 O 0.8651 1.4701 0.7993  -0.550
11 O 1.4805 1.1622 -1.3722  -0.435
12 H -2.2782 1.3538 0.2412  0.344
13 H -1.7107 -0.2862 1.9947  0.396
14 H 0.1222 -1.9561 1.6400  0.380
15 H 1.6533 2.1189 -1.3530  0.378

Output
Charge: 0
Lowest unoccupied orbital energy (eV): -0.19
Gap between HOMO and LUMO (eV): 9.077
Relative energy (zero: lowest compared OMol25 entry of this formula, charge and spin) (eV): 2.250
E_HOMO (eV): -9.3

---

(3)
The following is a quantum chemistry calculation of a single C5H6N2O2 molecule, from the Open Molecules 2025 dataset.

Last column: Mulliken charge in e.
Cartesian coordinates (Å):
1 N -3.0105 -1.6968 0.8542  -0.431
2 C -2.4386 -0.9553 0.2151  0.523
3 O -1.7906 -0.1477 -0.4979  -0.347
4 C -1.5670 1.1965 -0.0223  -0.476
5 C -0.0897 1.4215 0.2624  -0.300
6 C 0.8754 0.5687 0.1555  0.074
7 C 1.5390 -0.5359 -0.0356  0.109
8 N 2.2124 -0.8030 -1.1695  -0.449
9 O 1.6974 -1.5296 0.9828  -0.508
10 H -2.2068 1.5237 0.7885  0.403
11 H -1.9020 1.9250 -0.8341  0.284
12 H 0.0810 2.4169 0.7483  0.285
13 H 2.8294 -1.6861 -1.2685  0.257
14 H 1.7262 -0.4806 -2.0269  0.245
15 H 2.0444 -1.2173 1.8480  0.329

Output
Charge: 0
Lowest unoccupied orbital energy (eV): 0.59
Gap between HOMO and LUMO (eV): 8.968
Relative energy (zero: lowest compared OMol25 entry of this formula, charge and spin) (eV): 3.899
E_HOMO (eV): -8.4

---

(4)
The following is a quantum chemistry calculation of a single C5H6N2O2S molecule, from the Open Molecules 2025 dataset.

Last column: Mulliken charge in e.
Cartesian coordinates (Å):
1 H -3.9223 -1.1818 -0.0049  0.269
2 N -2.9153 -1.0140 0.4144  -0.716
3 N -2.3500 -0.1414 -0.2383  0.954
4 O -2.5977 0.5571 -1.1938  -0.669
5 C -0.9573 0.3572 0.3808  0.153
6 O -0.8351 0.5859 1.5480  -0.457
7 C 0.0492 0.2750 -0.6707  0.017
8 C 1.3633 1.0497 -0.2115  -0.567
9 C 2.2286 0.0360 0.3903  -0.415
10 C 1.8979 -1.2185 0.2915  -0.289
11 S 0.3743 -1.4907 -0.5542  -0.157
12 H -0.2873 0.6210 -1.6797  0.493
13 H 0.8748 1.5930 0.5756  0.318
14 H 1.9692 1.5277 -1.0133  0.321
15 H 2.8716 0.4861 1.1129  0.337
16 H 2.2361 -2.0423 0.8527  0.407

Output
Charge: 0
Lowest unoccupied orbital energy (eV): 0.24
Gap between HOMO and LUMO (eV): 8.974
Relative energy (zero: lowest compared OMol25 entry of this formula, charge and spin) (eV): 5.410
E_HOMO (eV): -8.7

---

(5)
The following is a quantum chemistry calculation of a single C5H6N2O2S molecule, from the Open Molecules 2025 dataset.

Last column: Mulliken charge in e.
Cartesian coordinates (Å):
1 O -2.4995 -0.6399 1.2746  -0.577
2 N -1.9504 -0.6232 0.2025  1.046
3 O -2.5123 -1.1513 -0.7553  -0.621
4 C -0.6853 0.0968 0.0628  0.532
5 S -1.2128 2.0617 -0.3602  -0.268
6 C 0.0515 0.2602 1.2835  -1.076
7 C 1.3913 -0.0201 1.3027  -0.214
8 C 2.1646 -0.2146 0.0855  -0.583
9 C 1.3560 -0.3858 -1.0364  -0.133
10 N -0.0015 -0.3709 -0.9976  -0.083
11 H -2.1061 1.8797 -1.4619  0.141
12 H -0.5785 0.2625 2.1465  0.467
13 H 1.9981 0.1991 2.1636  0.389
14 H 3.2109 -0.1054 -0.0690  0.395
15 H 1.9115 -0.5197 -2.0178  0.285
16 H -0.5376 -0.7293 -1.8234  0.299

Output
Charge: 0
Lowest unoccupied orbital energy (eV): -0.61
Gap between HOMO and LUMO (eV): 7.659
Relative energy (zero: lowest compared OMol25 entry of this formula, charge and spin) (eV): 5.662
E_HOMO (eV): -8.3

---

(6)
The following is a quantum chemistry calculation of a molecular structure, C5H6N2O3, from the Open Molecules 2025 dataset.

Last column: Mulliken charge in e.
Cartesian coordinates (Å):
1 C 0.6053 -0.6280 -1.9540  -0.744
2 C 1.6603 -0.3080 -1.0590  -0.030
3 C -0.7226 -0.7630 -1.3570  0.045
4 C -0.7916 1.6327 1.1388  0.592
5 C -0.0464 -0.1177 0.7936  0.474
6 N -0.9905 -0.6623 -0.0963  -0.706
7 N 1.3289 0.0174 0.2647  -0.163
8 O -2.0849 1.5268 0.8896  -0.440
9 O -0.1031 2.5688 1.4724  -0.525
10 O 0.0792 -0.7771 2.1018  -0.526
11 H 0.9057 -0.8531 -3.0366  0.266
12 H 2.7329 -0.2524 -1.2923  0.372
13 H -1.6431 -1.1719 -1.8345  0.385
14 H 2.1660 0.3096 0.8484  0.258
15 H -2.3782 0.6294 0.8452  0.426
16 H -0.7181 -1.1511 2.2752  0.317

Output
Charge: 0
Lowest unoccupied orbital energy (eV): 0.20
Gap between HOMO and LUMO (eV): 8.308
Relative energy (zero: lowest compared OMol25 entry of this formula, charge and spin) (eV): 2.146
E_HOMO (eV): -8.1

---

(7)
The following is a quantum chemistry calculation of a single C5H6N2O3S molecule, from the Open Molecules 2025 dataset.

Last column: Mulliken charge in e.
Cartesian coordinates (Å):
1 C 0.3135 -1.1533 0.3006  0.338
2 C -1.6967 -0.1649 -0.2909  0.269
3 C 1.6098 1.1764 -0.0774  0.941
4 C 0.5620 0.2342 -0.0164  -0.218
5 C 3.0542 0.6177 0.0765  -1.012
6 N -1.1264 -1.3197 0.1289  -0.066
7 N -0.7028 0.7608 -0.3455  -0.022
8 O 0.9904 -2.0776 0.6620  -0.668
9 O -2.8981 -0.0712 -0.7626  -0.539
10 O 1.3680 2.3570 -0.2646  -0.679
11 S -4.6051 0.0087 0.0543  0.048
12 H 3.4243 1.0636 0.9599  0.299
13 H 3.5255 0.8810 -0.8287  0.327
14 H 2.6808 -0.4181 0.3081  0.216
15 H -1.4388 -2.3441 0.0651  0.328
16 H -0.8277 1.7274 -0.3603  0.260
17 H -4.2329 -1.2779 0.3910  0.177

Output
Charge: 0
Lowest unoccupied orbital energy (alpha / beta) (eV): -2.24 / -2.24
Gap between HOMO and LUMO (alpha / beta) (eV): 5.549 / 5.553
Relative energy (zero: lowest compared OMol25 entry of this formula, charge and spin) (eV): 3.273
E_HOMO (alpha / beta) (eV): -7.8 / -7.8

---

(8)
The following is a quantum chemistry calculation of 2 unconnected molecules or ions with the total composition C5H6N2OS, from the Open Molecules 2025 dataset.

Last column: Mulliken charge in e.
Cartesian coordinates (Å):
1 O 0.5517 -2.3849 -0.6567  -0.356
2 N 0.7598 -2.9187 -1.7129  0.133
3 S 0.9877 -4.4925 -2.1413  -0.116
4 H 0.9151 -2.4046 -2.6467  0.324
5 C -0.8964 0.7485 -0.2352  -0.459
6 C -0.0495 1.8033 0.2200  -0.201
7 C 0.7119 1.5576 1.3493  -0.070
8 N 0.6904 0.4408 1.9991  -0.578
9 C -0.0606 -0.6123 1.5646  -0.338
10 C -0.8847 -0.4587 0.4250  -0.380
11 H -1.3026 0.8528 -1.2534  0.312
12 H 0.1549 2.7904 -0.1169  0.370
13 H 1.4430 2.3597 1.5674  0.293
14 H -0.1296 -1.4812 2.1050  0.455
15 H -1.4012 -1.2801 0.2124  0.612

Output
Charge: 0
Lowest unoccupied orbital energy (eV): -1.28
Gap between HOMO and LUMO (eV): 7.946
Relative energy (zero: lowest compared OMol25 entry of this formula, charge and spin) (eV): 3.964
E_HOMO (eV): -9.2

---

(9)
The following is a quantum chemistry calculation of a single C5H6N2OS molecule, from the Open Molecules 2025 dataset.

Last column: Mulliken charge in e.
Cartesian coordinates (Å):
1 C -1.4271 -1.6248 -0.5407  -0.336
2 N -0.8529 -1.0740 -1.5253  -0.610
3 N 0.1237 -0.1597 -1.4889  -0.010
4 C 0.3584 0.8009 -0.3907  0.762
5 C 1.5917 0.6202 0.4255  -0.836
6 C 1.3781 0.4732 1.7275  -0.244
7 S -0.3071 0.4785 2.2192  -0.143
8 C -0.8326 0.7105 0.5298  -0.047
9 O -1.9487 0.6146 0.1170  -0.474
10 H -1.1767 -1.5554 0.5135  0.311
11 H -2.1313 -2.3927 -0.8172  0.286
12 H 0.1940 0.2716 -2.4033  0.309
13 H 0.3533 1.8046 -0.8314  0.257
14 H 2.5618 0.6742 -0.0326  0.366
15 H 2.1155 0.3583 2.4976  0.408

Output
Charge: 0
Lowest unoccupied orbital energy (eV): 0.44
Gap between HOMO and LUMO (eV): 9.088
Relative energy (zero: lowest compared OMol25 entry of this formula, charge and spin) (eV): 2.546
E_HOMO (eV): -8.6

---

Number 1: E -453.984276 Ha, maximum force 17.063 eV/Å. Number 2: E -454.051527 Ha, maximum force 2.831 eV/Å. Number 3: E -453.990922 Ha, maximum force 3.650 eV/Å. Number 4: E -852.153895 Ha, maximum force 3.808 eV/Å. Number 5: E -852.144638 Ha, maximum force 3.944 eV/Å. Number 6: E -529.291891 Ha, maximum force 5.202 eV/Å. Number 7: E -927.463053 Ha, maximum force 4.632 eV/Å. Number 8: E -776.922361 Ha, maximum force 5.230 eV/Å. Number 9: E -776.974478 Ha, maximum force 1.457 eV/Å.